Here is a structure of composition C5H9ClN2O3PS from the Open Molecules 2025 dataset. Energies are from wB97M-V/def2-TZVPD.

Frontier orbital gap, eV: 9.3
ΔE to the lowest compared entry with this formula, charge and spin, eV: 0.6781
Max |F|, Eh/bohr: 0.0820
Charge: +1

Last column: Löwdin charge in e.
Geometry (Å):
1 C -0.8277 -2.7322 1.0297  -0.188
2 C -0.1273 1.1170 -1.0099  -0.610
3 C 0.9247 1.2411 1.3003  -0.108
4 C -1.4683 3.0690 -1.4925  0.074
5 C 0.9767 0.5876 -0.0595  -0.806
6 N -0.2675 -1.8305 0.5260  0.091
7 N -1.2626 -3.7970 1.5693  0.232
8 O -0.5464 0.3869 -1.8562  0.107
9 O 1.1774 -1.7365 -1.5265  -0.147
10 O -0.3975 2.3490 -0.7855  -0.044
11 P 1.3381 -1.2037 -0.0506  0.279
12 S 2.3487 -2.1223 1.3220  0.406
13 Cl 2.5176 1.0366 -0.8891  0.754
14 H 1.0294 2.2908 1.1977  0.078
15 H 1.8723 0.8571 1.8542  0.105
16 H 0.1491 0.9105 1.9431  0.080
17 H -1.8205 3.4950 -0.6033  0.087
18 H -2.1438 2.2772 -1.9156  0.117
19 H -0.7971 3.5791 -2.2217  0.132
20 H -2.1085 -4.1959 1.2045  0.147
21 H -1.0300 -4.0743 2.5224  0.165
22 H 0.4633 -1.5044 -2.0589  0.048